{"formula": "C14H15N3", "method": "wB97M-V/def2-TZVPD", "e_tot_ev": -19229.5011, "lumo_energy_ev": -1.25, "total_charge": 0, "relative_energy_kcal_mol": 35.8, "species": ["N", "C", "C", "C", "N", "C", "C", "C", "C", "C", "C", "C", "H", "H", "H", "H", "H", "H", "C", "C", "C", "N", "C", "H", "H", "H", "H", "H", "H", "H", "H", "H"], "positions_angstrom": [[4.245063, -1.040069, 1.948135], [3.135991, -0.667531, 1.986668], [1.776652, -0.245136, 2.034413], [1.588204, 1.094600, 2.506952], [1.453541, 2.191224, 2.902447], [0.745276, -1.135324, 1.845554], [-0.653129, -0.744049, 1.990835], [-1.118235, 0.484034, 1.469215], [-2.456997, 0.835841, 1.583068], [-3.349238, 0.015869, 2.285241], [-2.884898, -1.182395, 2.849785], [-1.565848, -1.573147, 2.676263], [0.993492, -2.196607, 1.699386], [-0.415554, 1.171994, 1.004588], [-2.812175, 1.762147, 1.139231], [-4.395310, 0.295514, 2.391944], [-3.563925, -1.810663, 3.427424], [-1.182654, -2.487246, 3.137856], [2.342873, -0.853835, -3.393756], [0.834118, -1.107105, -3.669489], [0.123097, -1.006115, -2.289305], [1.144815, -0.714298, -1.346399], [2.463167, -0.602321, -1.865986], [2.943429, -1.723190, -3.676525], [2.701743, 0.009831, -3.962348], [0.439849, -0.361687, -4.368139], [0.677455, -2.099138, -4.103988], [-0.634037, -0.198913, -2.291307], [-0.389796, -1.944103, -2.006534], [0.955644, -0.643391, -0.358053], [3.122134, -1.332212, -1.359299], [2.867015, 0.407302, -1.658077]], "forces_ev_per_a": [[-2.401, 0.837, 0.084], [2.767, -1.149, -0.310], [-1.030, -1.016, 0.190], [-0.483, 2.846, 0.779], [0.362, -2.691, -0.948], [1.027, 0.726, 0.862], [-0.960, 0.382, -0.131], [0.142, -0.398, 0.240], [-0.280, -0.192, 0.279], [0.541, -0.300, -0.098], [-0.230, 0.259, -0.100], [0.593, 0.112, -0.086], [-0.063, 0.567, -0.088], [-0.223, -0.219, -0.154], [0.103, -0.123, 0.109], [0.241, -0.017, -0.025], [0.189, 0.159, -0.192], [-0.271, 0.172, -0.226], [-0.179, -0.090, 0.363], [0.056, -0.011, 0.405], [-0.847, -0.019, -0.211], [-0.217, 0.111, 0.560], [0.907, 0.286, 0.231], [-0.075, 0.189, -0.024], [-0.007, -0.201, 0.134], [0.017, -0.206, 0.148], [0.002, 0.215, 0.015], [0.020, -0.336, -0.204], [-0.043, 0.204, -0.398], [0.085, -0.014, -0.581], [0.105, 0.246, -0.419], [0.149, -0.327, -0.203]], "lowdin_charge": [0.177, -0.184, -0.236, -0.180, 0.190, 0.017, -0.218, -0.036, -0.062, -0.064, -0.075, -0.030, 0.149, 0.111, 0.109, 0.106, 0.108, 0.119, -0.154, -0.155, -0.235, -0.091, -0.235, 0.099, 0.099, 0.099, 0.098, 0.102, 0.104, 0.060, 0.103, 0.105]}